{
  "formula": "C12H41N3O7",
  "method": "ωB97M-V with the def2-TZVPD basis set",
  "relative_energy_ev": 1.389,
  "orbital_gap_ha": 0.366,
  "smiles": "COC[C@H](C)N.COC[C@H](C)N.COC[C@H](C)N.O.O.O.O",
  "species": ["C", "O", "C", "C", "C", "N", "H", "H", "H", "H", "H", "H", "H", "H", "H", "H", "H", "C", "O", "C", "C", "C", "N", "H", "H", "H", "H", "H", "H", "H", "H", "H", "H", "H", "C", "O", "C", "C", "C", "N", "H", "H", "H", "H", "H", "H", "H", "H", "H", "H", "H", "O", "H", "H", "O", "H", "H", "O", "H", "H", "O", "H", "H"],
  "coordinates": [[14.891835, 9.236686, 9.559088], [14.460661, 8.262911, 8.588049], [15.328740, 7.066946, 8.638686], [14.707150, 6.077644, 7.658125], [14.618505, 6.636309, 6.256988], [13.530098, 5.496963, 8.333436], [14.621915, 8.837491, 10.578149], [14.334865, 10.204062, 9.421898], [15.936106, 9.366130, 9.500176], [16.284560, 7.343937, 8.250162], [15.346590, 6.697421, 9.691222], [15.377310, 5.192584, 7.486525], [14.070920, 7.555484, 6.231296], [14.033205, 5.852031, 5.731500], [15.596535, 6.786399, 5.819695], [12.890596, 6.200811, 8.611900], [13.191499, 4.775586, 7.709544], [14.837764, 6.108519, 16.976192], [13.546692, 6.702552, 17.072496], [12.927684, 6.559221, 15.825643], [11.541906, 7.151915, 15.829488], [10.580366, 6.218973, 16.579731], [11.223671, 7.390067, 14.456127], [15.364389, 6.681039, 16.207275], [14.719747, 5.049214, 16.671292], [15.374149, 6.173348, 17.988102], [13.498603, 7.094253, 15.025670], [12.860771, 5.503635, 15.435595], [11.598951, 8.034492, 16.457283], [9.762779, 6.837435, 16.987515], [11.112333, 5.722762, 17.386793], [10.225209, 5.507897, 15.773371], [11.459194, 6.508030, 13.924739], [10.242432, 7.615211, 14.197750], [9.002887, 4.597965, 13.137118], [8.922062, 6.004773, 12.872862], [7.565987, 6.354838, 12.607278], [7.471549, 7.829642, 12.204158], [7.751047, 8.756357, 13.274423], [6.069002, 8.064708, 11.770138], [8.160723, 4.102287, 12.660278], [8.913550, 4.401896, 14.236416], [9.965266, 4.194624, 12.786979], [7.264687, 5.656090, 11.805993], [7.011478, 6.242993, 13.528679], [8.181461, 8.026701, 11.448509], [8.783672, 8.717366, 13.549340], [7.227247, 8.475317, 14.186637], [7.426246, 9.779282, 13.112905], [5.927239, 8.965775, 11.399563], [5.853258, 7.405186, 11.076778], [11.350133, 8.494616, 9.729529], [12.275790, 8.232832, 9.387995], [10.629063, 7.961921, 9.446670], [12.619838, 8.365514, 12.226454], [12.318910, 8.130043, 13.122038], [11.890627, 8.933000, 11.887214], [12.606100, 5.782351, 11.391559], [13.415035, 5.528210, 10.883021], [12.678919, 6.771310, 11.514124], [9.580595, 6.475269, 9.604913], [8.791826, 6.714136, 10.114498], [10.125148, 6.092370, 10.281119]],
  "atomic_forces_ev_per_a": [[-2.3, -0.6, 0.8], [0.7, -0.4, 0.5], [-1.7, 0.7, -0.1], [1.2, -1.2, 1.4], [-1.5, -0.8, 0.0], [1.7, -0.5, -1.1], [0.3, 0.5, -0.7], [0.6, -1.0, -0.2], [1.3, 0.4, -0.1], [1.0, 0.3, 0.2], [0.2, 0.1, -0.8], [-0.1, 0.7, 0.8], [-0.4, 0.6, -0.1], [0.5, 0.7, -0.4], [0.2, -0.1, -0.1], [-1.1, 0.4, -0.1], [-0.9, 0.2, 0.4], [0.2, 0.1, 1.2], [0.1, -0.8, 0.0], [0.2, 0.2, -1.4], [0.0, -0.6, 1.5], [-0.4, 0.1, -1.4], [-0.5, -0.6, -1.9], [0.5, -0.3, 0.1], [0.3, 0.4, 0.2], [-0.9, 0.0, -1.5], [0.0, -0.2, 0.6], [0.2, 0.4, 0.7], [0.1, 0.7, -0.4], [0.0, -0.6, -0.2], [-0.2, -0.2, 0.1], [0.0, 0.4, 1.3], [-0.6, 1.2, 0.6], [1.0, -0.5, 0.7], [0.2, 0.3, 1.0], [0.2, -0.4, -0.2], [1.0, 0.4, -0.1], [-2.1, -1.0, -0.9], [0.1, 0.8, 2.7], [1.0, -1.0, 1.4], [0.1, -0.3, -0.2], [0.1, 0.2, -0.7], [-0.4, 0.3, 0.0], [-0.6, 0.5, 0.2], [-0.7, -0.4, 0.1], [0.9, 0.1, -1.4], [0.8, 0.4, 0.0], [-0.3, -0.2, 0.1], [0.3, 0.2, -0.5], [0.0, 1.2, -0.4], [-0.6, -0.9, -1.2], [3.3, 1.5, 0.2], [-2.6, 0.3, 0.4], [-0.5, -1.4, -0.8], [-0.4, 0.8, -0.3], [-0.1, 0.1, 0.3], [0.8, -0.7, -0.1], [0.9, 0.4, -0.5], [-1.1, 0.2, 0.4], [-0.2, -0.8, 0.0], [-1.2, 0.2, -0.3], [0.1, 0.0, -0.3], [1.0, -0.5, 0.6]],
  "mulliken_charge": [-0.758, -0.338, -0.669, 0.231, -1.337, -0.340, 0.218, 0.217, 0.416, 0.433, 0.323, 0.346, 0.291, 0.367, 0.347, 0.037, 0.240, -0.673, -0.346, -0.592, -0.040, -0.984, -0.292, 0.312, 0.291, 0.233, 0.351, 0.353, 0.330, 0.313, 0.394, 0.012, 0.202, -0.087, -1.013, 0.213, -1.087, 1.018, -1.662, -0.788, 0.452, 0.233, 0.251, 0.494, 0.390, 0.194, 0.221, 0.399, 0.399, 0.254, 0.206, -0.618, 0.254, 0.399, -0.547, 0.383, 0.278, -0.666, 0.249, 0.440, -0.790, 0.260, 0.384]
}